(1)
Molecular formula: C30H34N9O2S3Ti
Method: DFT, wB97M-V/def2-TZVPD

Structure (ORCA input):
```
! RIJCOSX wB97M-V def2-TZVPD def2/J DEFGRID3
* xyz 1 3
Ti 2.16193 -1.06308 1.31782
C 2.21602 0.65109 6.42825
C 2.77739 -0.58756 5.82521
N 3.48845 -1.48853 6.42244
N 3.75724 -2.39929 5.41486
C 3.24743 -2.10339 4.23397
S 3.33908 -2.93848 2.74626
N 2.60970 -0.94564 4.49575
N 1.92834 -0.27104 3.47455
H 2.50305 0.68755 7.47564
H 1.12558 0.67130 6.36346
H 2.60284 1.53935 5.92607
H 4.31449 -3.21232 5.61781
H 2.38784 0.61089 3.28191
H 0.96342 -0.09828 3.72944
C 2.85202 0.00435 -1.57550
N 3.22051 -1.07605 -0.60488
C 3.71473 -2.30858 -1.29741
C 4.83528 -2.83664 -0.41005
N 5.20222 -1.63812 0.33498
C 4.18651 -0.73955 0.39825
S 4.11941 0.70774 1.27779
H 2.01691 -0.34986 -2.17479
H 3.70286 0.22230 -2.22272
H 2.54936 0.88796 -1.03797
H 4.07857 -2.02502 -2.27930
H 2.91124 -3.02501 -1.42111
H 5.66782 -3.21442 -0.99365
H 4.48604 -3.62766 0.25035
H 5.86359 -1.66135 1.09359
C 0.04524 4.11362 -5.07507
C -0.25347 2.78432 -4.41886
C -0.47175 1.63838 -5.17103
C -0.75841 0.40151 -4.59073
C -0.81953 0.30841 -3.20785
N -1.08144 -0.89964 -2.49253
C -1.31874 -2.13484 -3.02146
O -1.45609 -2.40186 -4.19429
N -1.44110 -3.15181 -2.05977
C -0.94411 -3.16760 -0.75831
C -1.60175 -3.82987 0.26515
C -1.09576 -3.75540 1.54502
C 0.04329 -3.00787 1.77694
N 0.71369 -2.41630 0.78288
C 0.23800 -2.51207 -0.45576
C -0.60326 1.44427 -2.43052
C -0.32792 2.66112 -3.02950
H 0.03132 4.03063 -6.16265
H 1.02845 4.49001 -4.78340
H -0.68879 4.87107 -4.79266
H -0.42830 1.70242 -6.25587
H -0.93795 -0.46655 -5.20271
H -1.23154 -0.78042 -1.50196
H -1.96692 -3.93979 -2.39887
H -2.52090 -4.37231 0.05964
H -1.59640 -4.24435 2.37172
H 0.44426 -2.90467 2.76943
H 0.79789 -2.02633 -1.23805
H -0.64964 1.36616 -1.34656
H -0.16690 3.53583 -2.40333
C -7.79085 3.29367 -1.16902
C -6.37600 2.87117 -0.83634
O -5.68405 2.24576 -1.58517
S -5.88230 3.38507 0.82973
C -4.26768 2.68151 0.93063
C -3.18865 3.30549 0.31092
C -1.92478 2.73869 0.36257
C -1.71592 1.53273 1.03090
C -2.79862 0.91811 1.66419
C -4.06382 1.48507 1.61449
C -0.40505 0.91527 1.02393
C 0.67881 0.34059 0.95392
H -7.86473 3.46901 -2.23932
H -8.09357 4.18421 -0.61557
H -8.46193 2.47496 -0.90013
H -3.34227 4.23969 -0.21434
H -1.08631 3.23003 -0.11719
H -2.64256 -0.01786 2.18475
H -4.90108 0.99812 2.10103
*
```

Properties
LUMO energy (alpha / beta) in eV: -2.62 / -2.95
HOMO level (alpha / beta) in eV: -9.489 / -10.127

Löwdin atomic charge list, values in e, 6 entries: 0.4987 0.0155 -0.3005 0.1612 0.0528 -0.6986

---

(2)
Molecular formula: C3H9N2
Method: DFT, wB97M-V/def2-TZVPD

Structure (ORCA input):
```
! RIJCOSX wB97M-V def2-TZVPD def2/J DEFGRID3
* xyz 2 2
C 1.65535 -1.14179 0.87298
C 1.42852 -0.03586 -0.25365
N -2.12588 0.75472 -0.25806
C -1.09009 0.00426 -0.24111
N 0.13636 0.57697 -0.15243
H 0.86248 -1.87389 0.91233
H 2.57861 -1.61965 0.55263
H 1.85560 -0.61838 1.80472
H 2.11057 0.79184 -0.13022
H 1.46217 -0.57499 -1.22087
H -2.99914 0.35748 0.11183
H -2.16875 1.71811 -0.60413
H -1.25148 -1.04125 0.00579
H 0.15586 1.58515 0.01845
*
```

Properties
LUMO energy (alpha / beta) in eV: -10.52 / -14.79
HOMO level (alpha / beta) in eV: -22.049 / -22.540

Löwdin atomic charge list, values in e, 6 entries: 0.0611 -0.0673 0.3343 0.0040 0.1903 0.0913

---

(3)
Molecular formula: C19H31N3O8
Method: DFT, wB97M-V/def2-TZVPD

Structure (ORCA input):
```
! RIJCOSX wB97M-V def2-TZVPD def2/J DEFGRID3
* xyz 1 2
C -26.73998 8.82010 22.97840
N -26.65055 9.10770 21.53882
O -25.87337 8.56241 20.81084
O -27.50150 9.89243 21.16157
H -27.55939 9.33628 23.47862
H -25.74609 9.11680 23.31343
H -26.97412 7.76559 23.12437
C -19.91801 7.23934 19.20349
N -18.63227 7.10713 19.99478
O -17.94166 6.08857 19.88787
O -18.53395 7.89422 20.96848
H -19.78660 7.92393 18.36553
H -20.69356 7.74581 19.77802
H -20.32911 6.24696 19.01838
C -21.65876 4.08654 24.34726
N -21.76581 5.59365 24.07379
O -21.18615 6.04596 23.06699
O -22.36428 6.28142 24.88833
H -21.91733 3.90363 25.39023
H -20.62120 3.81686 24.15020
H -22.36117 3.56998 23.69313
C -20.85056 14.11040 21.34806
O -20.78373 14.53688 22.68437
C -21.89863 15.32910 23.07013
C -21.64273 16.08965 24.40108
O -22.70840 16.93406 24.81907
C -22.49355 17.52714 26.09616
H -20.58600 14.93682 20.68841
H -21.72013 13.49318 21.12227
H -20.04757 13.37620 21.28292
H -22.76722 14.68288 23.19685
H -22.30393 15.95707 22.27672
H -20.72661 16.68006 24.38564
H -21.44411 15.25827 25.07743
H -22.41006 16.78798 26.89288
H -23.21983 18.25580 26.45625
H -21.57159 18.10779 26.12681
C -19.93882 10.21190 23.60442
C -20.57153 11.33523 24.16553
C -21.95837 11.40335 24.13191
C -22.67061 10.33716 23.61573
C -22.01521 9.30158 22.96014
C -20.64522 9.23987 22.91709
H -18.86018 10.16023 23.62122
H -20.06864 12.21062 24.54923
H -22.42342 12.29096 24.53478
H -23.74989 10.37656 23.61890
H -22.63174 8.60130 22.41617
H -20.13315 8.36493 22.54474
C -16.47759 9.53819 26.29314
C -16.56392 9.05448 27.62089
C -17.54305 9.49456 28.42982
C -18.42855 10.39311 28.03272
C -18.38808 10.93459 26.75210
C -17.37594 10.49198 25.85235
H -15.67170 9.25505 25.63224
H -15.82028 8.30290 27.84118
H -17.66069 9.10660 29.43085
H -19.24077 10.69958 28.67520
H -19.02155 11.76837 26.48772
H -17.24992 11.02087 24.91918
*
```

Properties
LUMO energy (alpha / beta) in eV: -3.49 / -8.04
HOMO level (alpha / beta) in eV: -11.982 / -11.795

Löwdin atomic charge list, values in e, 6 entries: 0.0413 -0.4725 0.0729 0.0737 0.1050 0.0763

---

(4)
Molecular formula: C18H42FN2O6
Method: DFT, wB97M-V/def2-TZVPD

Structure (ORCA input):
```
! RIJCOSX wB97M-V def2-TZVPD def2/J DEFGRID3
* xyz 1 1
C -3.14795 -0.67454 3.41882
C -2.47466 -0.13338 2.13175
C -2.28892 -1.21793 0.98273
C -2.65791 -2.67890 1.38171
C -0.92071 -1.10185 0.28859
N -0.90158 -0.70255 -0.95996
N 0.12450 -0.52660 -1.78166
C 1.24731 -0.78696 -1.15124
C 2.48155 -0.61293 -2.06988
C 1.47152 -1.18512 0.20096
C 2.80520 -1.43392 0.90936
C 3.05861 -0.46375 2.13303
F 3.94183 -1.38449 0.11749
C 0.29056 -1.38419 1.00622
C 0.28058 -1.80334 2.46244
C 0.84244 -3.26663 2.70599
O 0.12528 -3.93581 3.72833
H -2.59348 -1.53127 3.84348
H -4.15569 -1.03816 3.15374
H -3.17296 0.10548 4.20023
H -2.97724 0.76061 1.71792
H -1.44565 0.19570 2.39937
H -3.04363 -0.93024 0.21432
H -3.67984 -2.74831 1.79081
H -1.91636 -3.19452 2.01044
H -2.69975 -3.26030 0.43335
H -1.81177 -0.49097 -1.38384
H 3.11387 0.22797 -1.74196
H 3.07138 -1.54142 -1.93079
H 2.20294 -0.58798 -3.13232
H 2.75216 -2.46532 1.31322
H 2.16779 0.18611 2.20897
H 4.00344 0.08782 2.04053
H 3.03346 -1.09653 3.04120
H -0.72607 -1.82102 2.91151
H 0.85400 -1.11326 3.10828
H 0.90987 -3.83459 1.75771
H 1.89460 -3.12151 3.03764
H 0.75466 -4.01312 4.45971
C 5.49619 2.99022 3.68816
O 5.23903 1.58748 3.64404
H 4.70446 3.50310 3.14601
H 5.50576 3.33734 4.72335
H 6.45595 3.21085 3.21642
H 5.94835 1.15128 4.12778
C -2.06244 1.74450 -3.74844
O -2.32890 0.33947 -3.82382
H -2.81361 2.27190 -4.32559
H -2.11008 2.07773 -2.70721
H -1.07348 1.95664 -4.16177
H -1.65388 -0.10683 -3.30699
C 2.49960 2.94421 0.24958
O 1.43296 2.96848 -0.69501
H 3.26112 3.64972 -0.07330
H 2.13439 3.23660 1.23755
H 2.93696 1.94154 0.30006
H 0.76973 2.34013 -0.39295
C -3.43660 5.11315 -3.21059
O -4.12786 4.05193 -3.86371
H -2.53529 4.70827 -2.75355
H -3.15732 5.88169 -3.93457
H -4.06782 5.55084 -2.43373
H -4.92004 4.42839 -4.26154
C -2.12829 -2.59532 -5.61486
O -2.00180 -3.55991 -4.57014
H -1.79320 -3.04663 -6.54577
H -3.17264 -2.29355 -5.71632
H -1.50986 -1.72342 -5.39260
H -2.30478 -3.14209 -3.75868
*
```

Properties
LUMO energy in eV: -4.57
HOMO level in eV: -12.181

Löwdin atomic charge list, values in e, 6 entries: -0.0898 -0.1899 -0.2645 -0.0351 -0.0977 0.0964

---

(5)
Molecular formula: C27H26ClN5O4OsS
Method: DFT, wB97M-V/def2-TZVPD

Structure (ORCA input):
```
! RIJCOSX wB97M-V def2-TZVPD def2/J DEFGRID3
* xyz 2 1
Os 0.26505 0.02315 0.30739
Cl -6.18985 3.11057 1.52207
C -4.55309 2.64175 1.31800
C -3.53216 3.55290 1.56569
C -2.21060 3.18054 1.38635
C -1.90007 1.90658 0.95359
O -0.57675 1.61713 0.79588
C -2.92065 0.97938 0.69195
C -2.69847 -0.36267 0.23388
N -1.55813 -0.86362 -0.11160
C -1.43507 -2.21039 -0.60510
C -2.45741 -3.08036 -0.84804
C -2.19078 -4.39060 -1.30289
C -0.91210 -4.80617 -1.52151
C 0.16614 -3.91756 -1.29223
C 1.51223 -4.27171 -1.50101
C 2.51493 -3.37339 -1.23157
C 2.17873 -2.11370 -0.75111
N 0.91680 -1.72491 -0.57214
C -0.10793 -2.62021 -0.83211
C -4.24905 1.36186 0.89684
H -3.77963 4.55324 1.89429
H -1.40253 3.87411 1.57828
H -3.58563 -0.98254 0.15037
H -3.48916 -2.79683 -0.69275
H -3.01989 -5.06277 -1.47449
H -0.70537 -5.80643 -1.87918
H 1.74867 -5.26221 -1.87155
H 3.55580 -3.62258 -1.37791
H 2.95207 -1.40971 -0.46953
H -5.04910 0.65405 0.72016
O 2.81966 0.21782 2.62654
C 1.82448 -0.39810 2.91414
N 0.78327 -0.75781 1.98803
S -0.52847 -1.46945 2.85715
O -0.81608 -2.74086 2.27160
O -1.58381 -0.50528 2.94671
C 0.32915 -1.58237 4.36263
C -0.09528 -2.19328 5.52524
C 0.77714 -2.14856 6.60748
C 2.02042 -1.52669 6.50666
C 2.42752 -0.92789 5.32329
C 1.55557 -0.95808 4.24844
H -1.05712 -2.68359 5.59241
H 0.48483 -2.60935 7.54162
H 2.68066 -1.51586 7.36322
H 3.39686 -0.45643 5.23089
C 2.80132 2.84816 -2.97054
C 3.32630 2.36559 -1.62293
C 4.74678 1.81671 -1.77951
C 3.31242 3.50254 -0.60837
N 2.43022 1.25747 -1.17307
N 1.99944 1.18348 0.16738
H 3.51490 3.53429 -3.42782
H 1.84870 3.36691 -2.85680
H 2.65950 2.00859 -3.65337
H 5.43328 2.61155 -2.07159
H 4.77975 1.05171 -2.55963
H 5.10885 1.38579 -0.84237
H 3.98422 4.28519 -0.95582
H 3.66706 3.18848 0.37678
H 2.31961 3.95398 -0.51574
H 2.59550 0.36020 -1.59371
H 1.72442 2.12557 0.44413
H 2.69546 0.90525 0.86231
*
```

Properties
LUMO energy (alpha / beta) in eV: -8.62 / -8.55
HOMO level (alpha / beta) in eV: -14.151 / -14.136

Löwdin atomic charge list, values in e, 6 entries: 1.6572 0.7641 -0.6403 -0.0343 0.0353 -0.2753